[1]
The following is a DFT calculation (ωB97M-V with the def2-TZVPD basis set) of a 22-piece molecular cluster, C31H54Cl42F6N5O3S2 overall at a distorted geometry.

Summary:
- M: 2212.0 g mol⁻¹
- Total charge: +1
- ΔE to the lowest compared entry with this formula, charge and spin: 0.000 eV
- E_LUMO: -3.9 eV

Atoms and positions in Å:
C (-0.5382, 4.6150, 2.2417)
C (-1.4644, 4.1610, 1.1768)
C (-2.4884, 5.1288, 0.7135)
N (-1.3470, 2.9547, 0.6418)
N (-1.9928, 1.7761, 1.1585)
C (-3.1075, 1.5897, 0.2592)
N (-4.3488, 1.5048, 0.6842)
S (-4.9690, 1.5037, 2.3000)
O (-5.2878, 0.1711, 2.6781)
O (-6.0559, 2.4269, 2.2652)
C (-3.7457, 2.1575, 3.5497)
F (-3.2782, 3.3438, 3.2297)
F (-2.7985, 1.2722, 3.7687)
F (-4.4825, 2.2614, 4.6411)
N (-2.6682, 1.4771, -1.0091)
C (-1.6559, 0.3920, -0.8237)
N (-2.3114, -0.9220, -0.8082)
C (-2.8460, -1.3674, -1.8276)
S (-3.8324, -1.8944, -2.8926)
C (-1.1741, 0.6047, 0.6727)
C (0.3079, 0.9240, 0.7299)
O (1.0514, -0.3084, 0.8104)
C (1.7855, -0.4568, 1.9310)
F (1.0416, -0.3713, 3.0552)
F (2.3547, -1.6658, 1.9008)
F (2.7719, 0.4567, 2.0186)
H (-1.1085, 4.6145, 3.1785)
H (-0.1947, 5.6397, 2.1018)
H (0.2699, 3.9033, 2.3571)
H (-2.2189, 6.1572, 0.9500)
H (-2.6745, 4.9816, -0.3486)
H (-3.4253, 4.8927, 1.2313)
H (-5.0858, 1.3970, -0.0136)
H (-3.4656, 1.1574, -1.5691)
H (-0.8791, 0.4710, -1.5775)
H (-1.3546, -0.3126, 1.2231)
H (0.6479, 1.4358, -0.1657)
H (0.5552, 1.5715, 1.5668)
C (3.0716, 3.5267, -1.8419)
Cl (3.3356, 5.0364, -0.9704)
Cl (1.3516, 3.2531, -2.1745)
H (3.6017, 3.5721, -2.7863)
H (3.4428, 2.7081, -1.2369)
C (5.0890, -3.4152, -0.2670)
Cl (3.7430, -3.9674, -1.2749)
Cl (6.5035, -2.9839, -1.2357)
H (4.7558, -2.5395, 0.2766)
H (5.3630, -4.2017, 0.4252)
C (5.6068, 7.6579, -2.7438)
Cl (6.0620, 8.8394, -3.9756)
Cl (5.5947, 6.0104, -3.3801)
H (6.3231, 7.7099, -1.9329)
H (4.6119, 7.8980, -2.3873)
C (4.0532, -6.9574, 1.9700)
Cl (5.0497, -5.7890, 2.8468)
Cl (4.1123, -8.5637, 2.7037)
H (3.0264, -6.6120, 1.9765)
H (4.4226, -7.0301, 0.9533)
C (-3.8125, -5.5565, -4.6653)
Cl (-2.7160, -5.3845, -3.2891)
Cl (-5.4777, -5.1450, -4.2343)
H (-3.4847, -4.8867, -5.4511)
H (-3.7823, -6.5845, -5.0046)
C (-3.9247, 5.3382, 5.9235)
Cl (-2.3684, 4.5149, 6.1077)
Cl (-3.7387, 6.9465, 5.2178)
H (-4.5571, 4.7482, 5.2715)
H (-4.3778, 5.4331, 6.9039)
C (-5.0731, 0.9369, -5.4168)
Cl (-5.2926, 1.1449, -3.6628)
Cl (-6.5963, 0.5581, -6.2083)
H (-4.6771, 1.8585, -5.8246)
H (-4.3785, 0.1205, -5.5782)
C (-3.3600, 1.2530, 7.9366)
Cl (-2.3761, -0.1272, 8.4361)
Cl (-2.9555, 2.7119, 8.8455)
H (-3.1816, 1.4452, 6.8845)
H (-4.4034, 1.0139, 8.1032)
C (5.6987, -0.7725, 3.1394)
Cl (5.5159, -2.5251, 3.0201)
Cl (7.3799, -0.2930, 3.4164)
H (5.3718, -0.3465, 2.1973)
H (5.0968, -0.3687, 3.9493)
C (1.7067, -6.8141, -3.3532)
Cl (1.0906, -5.2094, -3.7821)
Cl (0.4638, -7.8170, -2.6034)
H (2.0509, -7.3010, -4.2573)
H (2.5236, -6.6892, -2.6522)
C (5.4603, -11.3300, 4.5365)
Cl (5.8392, -12.4021, 3.1814)
Cl (4.9818, -12.2307, 5.9774)
H (6.3400, -10.7420, 4.7691)
H (4.6429, -10.6841, 4.2441)
C (9.0053, -5.3055, 2.4288)
Cl (7.7112, -4.8067, 1.3312)
Cl (10.5249, -5.5899, 1.5776)
H (9.1559, -4.5171, 3.1567)
H (8.7045, -6.2242, 2.9191)
C (-0.2737, 8.8842, -0.1634)
Cl (0.9273, 7.5870, -0.0920)
Cl (-1.7756, 8.4206, 0.6528)
H (0.1269, 9.7645, 0.3239)
H (-0.4982, 9.0902, -1.2027)
C (2.2782, -1.7158, -3.7256)
Cl (2.2388, -0.8802, -2.1673)
Cl (2.5625, -0.6012, -5.0659)
H (3.0783, -2.4460, -3.6998)
H (1.3228, -2.2028, -3.8768)
C (6.1764, 10.0376, -7.4789)
Cl (4.6744, 10.1838, -8.4013)
Cl (7.5372, 9.5717, -8.5031)
H (6.3971, 10.9959, -7.0238)
H (6.0402, 9.2791, -6.7185)
C (-9.2926, -0.2372, -8.5925)
Cl (-8.3819, -0.0873, -10.0956)
Cl (-10.3667, -1.6424, -8.5996)
H (-8.5936, -0.3558, -7.7736)
H (-9.8917, 0.6552, -8.4574)
C (-7.4572, 1.3524, 6.3090)
Cl (-6.4281, 2.7340, 6.7285)
Cl (-7.1760, -0.0170, 7.3841)
H (-8.4925, 1.6596, 6.3921)
H (-7.2308, 1.0501, 5.2927)
C (9.3612, -13.4620, 2.4583)
Cl (10.0544, -12.0417, 1.6634)
Cl (9.4281, -14.8964, 1.4283)
H (9.9235, -13.6596, 3.3629)
H (8.3245, -13.2502, 2.6881)
C (-11.3462, -3.0153, -5.2661)
Cl (-10.3049, -2.3946, -3.9728)
Cl (-13.0581, -2.8812, -4.8582)
H (-11.1545, -2.4345, -6.1595)
H (-11.1082, -4.0597, -5.4271)
C (-1.9742, 4.2042, -4.4337)
Cl (-1.7097, 2.8478, -5.5331)
Cl (-2.1554, 3.6496, -2.7596)
H (-1.1194, 4.8680, -4.4870)
H (-2.8784, 4.7236, -4.7276)
C (2.9590, 2.3713, 5.0924)
Cl (1.6552, 2.7075, 3.9444)
Cl (4.4010, 1.7821, 4.2568)
H (3.2078, 3.2916, 5.6066)
H (2.6247, 1.6205, 5.7985)


[2]
The following is a DFT calculation (ωB97M-V with the def2-TZVPD basis set) of an isolated molecule of C5H8O at a distorted geometry.

Summary:
- M: 84.1 g mol⁻¹
- Total charge: 0
- ΔE to the lowest compared entry with this formula, charge and spin: 3.294 eV
- E_LUMO: 1.1 eV
- Structure (SMILES): C1OC[C@H]2C[C@@H]12

Atoms and positions in Å:
C (-0.7915, 0.8658, 0.7186)
O (-1.4477, 0.3959, -0.4078)
C (-0.9462, -0.8957, -0.4403)
C (0.5568, -0.7624, -0.3153)
C (1.2597, 0.4498, -0.8521)
C (0.6690, 0.5167, 0.5256)
H (-1.1059, 1.8950, 0.9472)
H (-1.1550, -0.1200, 1.5338)
H (-1.4031, -1.4641, -1.2640)
H (-1.2504, -1.2143, 0.8147)
H (1.1070, -1.6754, -0.1187)
H (0.8517, 1.0257, -1.6754)
H (2.3469, 0.3588, -0.8604)
H (1.3086, 0.6242, 1.3941)


[3]
The following is a DFT calculation (ωB97M-V with the def2-TZVPD basis set) of an isolated molecule of C19H40BNO5.

Summary:
- M: 373.3 g mol⁻¹
- Total charge: 0
- E_LUMO: 0.4 eV
- Structure (SMILES): COCCCCCCCC[C@@]1(O)[C@H](CB(O)O)[C@H](CC(C)C)O[C@@H]1CN

Atoms and positions in Å:
C (2.5398, -3.0921, 0.9157)
O (3.7216, -2.4469, 0.5032)
C (3.9736, -2.5838, -0.8869)
C (4.7777, -1.3805, -1.3583)
C (3.8707, -0.2336, -1.8148)
C (4.4444, 1.1849, -1.6497)
C (3.3654, 2.1382, -1.1333)
C (3.0365, 1.8652, 0.3458)
C (1.5437, 2.0023, 0.7054)
C (0.9669, 0.6906, 1.2557)
C (-0.5112, 0.4297, 0.9707)
O (-1.1968, 1.6778, 1.0780)
C (-0.8314, -0.2616, -0.3598)
C (-0.5530, 0.4755, -1.6789)
B (-1.0675, 1.9574, -1.9051)
O (-0.1671, 3.0161, -2.0535)
O (-2.4028, 2.2431, -2.0296)
C (-2.1987, -0.9034, -0.0724)
C (-3.4549, -0.0197, 0.0191)
C (-4.7447, -0.6913, -0.5075)
C (-5.6925, -1.0120, 0.6482)
C (-5.4534, 0.1861, -1.5405)
O (-1.9576, -1.4960, 1.2140)
C (-1.0138, -0.6882, 1.9277)
C (-1.5577, -0.2823, 3.2916)
N (-0.4881, -0.1763, 4.2898)
H (2.5049, -3.0516, 2.0032)
H (1.6504, -2.5936, 0.5092)
H (2.5190, -4.1423, 0.6015)
H (3.0160, -2.6328, -1.4236)
H (4.5056, -3.5235, -1.0807)
H (5.4546, -1.6913, -2.1568)
H (5.3819, -1.0422, -0.5134)
H (3.6128, -0.3816, -2.8672)
H (2.9314, -0.3091, -1.2566)
H (5.2829, 1.1770, -0.9480)
H (4.8222, 1.5395, -2.6110)
H (2.4666, 2.0013, -1.7435)
H (3.6703, 3.1794, -1.2630)
H (3.6389, 2.5398, 0.9580)
H (3.3657, 0.8507, 0.5881)
H (1.4000, 2.7847, 1.4495)
H (0.9877, 2.3233, -0.1740)
H (1.5358, -0.1568, 0.8599)
H (1.0932, 0.6836, 2.3410)
H (-2.0778, 1.5345, 1.4403)
H (-0.1605, -1.1307, -0.3488)
H (0.5299, 0.4782, -1.8245)
H (-0.9670, -0.1498, -2.4811)
H (0.1433, 3.1556, -2.9530)
H (-2.5789, 3.1644, -1.7969)
H (-2.3844, -1.7099, -0.7856)
H (-3.6025, 0.1781, 1.0861)
H (-3.3042, 0.9314, -0.4774)
H (-4.4830, -1.6462, -0.9737)
H (-6.0512, -0.0860, 1.1053)
H (-6.5664, -1.5711, 0.3080)
H (-5.1884, -1.5948, 1.4212)
H (-4.7451, 0.6646, -2.2168)
H (-6.0197, 0.9732, -1.0348)
H (-6.1678, -0.3920, -2.1301)
H (-0.1360, -1.3267, 2.1016)
H (-2.3136, -1.0294, 3.5529)
H (-2.0768, 0.6803, 3.2428)
H (-0.8502, -0.3889, 5.2119)
H (0.2114, -0.8885, 4.1054)


[4]
The following is a DFT calculation (ωB97M-V with the def2-TZVPD basis set) of an isolated molecule of C4H4N2O at a distorted geometry.

Summary:
- M: 96.1 g mol⁻¹
- Total charge: 0
- ΔE to the lowest compared entry with this formula, charge and spin: 4.472 eV
- E_LUMO: -0.4 eV
- Structure (SMILES): C=C1C=NNC1=O

Atoms and positions in Å:
C (1.6664, -0.5189, 0.1326)
C (0.4070, -0.2852, -0.1155)
C (-0.6865, -1.1122, -0.5071)
N (-1.7364, -0.3538, 0.0951)
N (-1.5522, 0.9709, 0.2184)
C (-0.1178, 1.0922, -0.2254)
O (0.6256, 2.0162, -0.3201)
H (2.5986, 0.2101, 0.7426)
H (1.9825, -1.5476, 0.2976)
H (-0.9381, -2.1144, -0.5247)
H (-2.2491, 1.6427, 0.2066)


Kohn-Sham gap list, top to bottom, in eV: 7.49 11.10 9.78 8.37